64
Properties=species:S:1:pos:R:3:nbo_charge:R:1 method="wB97M-V/def2-TZVPD" orbital_gap_ev=5.18
C 5.26861 1.91740 3.63810 -0.66
C 4.14436 1.73504 2.49711 0.02
C 4.49162 0.74156 1.29575 -0.67
C 2.91168 2.41800 2.60521 -0.21
C 1.83301 2.15232 1.41851 -0.46
C 0.64743 3.23056 1.41530 -0.40
C -0.16411 3.27508 2.83461 -0.23
C 0.21530 4.72759 3.47727 -0.62
C -1.74322 3.07468 2.65982 -0.40
C -2.27355 1.59280 2.96679 -0.42
C -1.47242 0.42434 2.22105 -0.14
N -2.32714 -0.36148 1.23885 -0.82
C -0.76811 -0.55732 3.30900 0.72
O 0.46861 -0.87927 3.10213 -0.77
O -1.40769 -1.01353 4.43401 -0.79
H 4.78980 1.67544 4.65775 0.23
H 6.16162 1.21202 3.45604 0.21
H 5.64739 2.99424 3.69390 0.22
H 5.35942 0.03394 1.57240 0.22
H 3.60012 0.06621 1.03106 0.23
H 4.73974 1.34730 0.34266 0.21
H 2.60246 3.09526 3.46575 0.22
H 2.37781 2.16626 0.39766 0.19
H 1.48688 1.06767 1.56772 0.26
H -0.12714 2.93482 0.61570 0.19
H 1.05899 4.25356 1.11217 0.20
H 0.28624 2.45978 3.49956 0.23
H -0.33899 5.54797 2.88182 0.20
H -0.02045 4.79711 4.58982 0.21
H 1.33296 4.88768 3.26520 0.20
H -2.15886 3.38679 1.64020 0.19
H -2.25986 3.76956 3.43050 0.21
H -2.27100 1.38113 4.08702 0.25
H -3.38570 1.56411 2.64292 0.20
H -0.61277 0.85456 1.60436 0.17
H -2.41277 0.28981 0.43132 0.32
H -1.67408 -1.09510 0.88438 0.33
C -0.63832 0.18264 -1.97313 -0.61
C -1.01446 -0.45907 -3.30357 -0.44
C -1.93993 -1.66281 -3.12037 -0.20
N -1.22839 -3.01281 -3.21990 -0.21
C -0.07694 -3.12359 -2.24688 -0.41
C -2.25172 -4.13339 -2.91714 -0.20
C -2.64827 -4.66525 -4.27661 -0.43
C -1.33788 -4.63476 -5.03234 -0.43
C -0.74962 -3.28469 -4.66207 -0.21
H -0.08747 -0.50490 -1.32840 0.21
H -0.01053 1.06154 -2.13982 0.24
H -1.53141 0.50878 -1.43658 0.22
H -0.11364 -0.70678 -3.87276 0.21
H -1.54919 0.29594 -3.88875 0.23
H -2.70897 -1.66800 -3.89778 0.22
H -2.43980 -1.63426 -2.14795 0.24
H -0.45927 -2.93987 -1.24124 0.25
H 0.68776 -2.39549 -2.51705 0.23
H 0.34232 -4.12822 -2.32010 0.23
H -1.74535 -4.90379 -2.33065 0.23
H -3.08480 -3.72800 -2.34196 0.24
H -3.38505 -4.00803 -4.74871 0.22
H -3.07493 -5.66789 -4.21684 0.25
H -1.47483 -4.74307 -6.10980 0.25
H -0.68097 -5.44187 -4.69301 0.22
H -1.14526 -2.49808 -5.30679 0.23
H 0.34070 -3.27216 -4.69321 0.23

=====

19
Properties=species:S:1:pos:R:3:lowdin_spin:R:1 method="wB97M-V/def2-TZVPD" orbital_gap_ev="5.97 / 4.84" multiplicity=2
C 2.43250 -1.02757 -0.22253 0.00
C 1.95227 -0.00402 0.75334 0.01
O 2.47329 1.25576 0.54877 0.00
C 2.32471 1.78730 -0.76666 0.00
O 1.74336 1.03099 -1.56798 0.00
O 2.87727 2.86979 -0.92686 0.00
O 1.87066 -2.04484 -0.53546 0.00
F 3.67704 -0.85488 -0.63788 0.00
H 2.22897 -0.35188 1.75901 0.00
O -2.12102 -2.04637 -0.21729 0.13
C -2.45038 -0.89563 -0.03169 0.10
C -1.72409 0.26000 0.43137 0.52
O -2.53931 1.32306 0.23294 0.14
C -3.78219 0.88623 -0.10829 0.01
O -4.76309 1.54622 -0.11992 0.05
O -3.72481 -0.45848 -0.28373 0.00
Na -0.08604 -3.58328 -0.42900 0.00
H -1.10758 0.27105 1.34226 0.02
H 0.71844 0.03656 0.77960 0.00

=====

83
Properties=species:S:1:pos:R:3:lowdin_spin:R:1 method="wB97M-V/def2-TZVPD" orbital_gap_ev="5.97 / 6.46" multiplicity=3
Pt -15.74831 -1.91347 10.08142 1.54
C -14.73031 -1.88532 5.75982 0.00
C -14.09642 -2.67845 7.00815 0.01
C -12.71176 -2.07536 7.53098 0.00
O -14.97026 -2.86659 8.11581 0.09
H -14.35576 -0.86957 5.88652 0.00
H -15.80432 -1.70007 5.77634 0.00
H -14.27145 -2.40015 4.91571 0.00
H -13.88112 -3.66789 6.60470 0.00
H -11.99671 -1.94490 6.71873 0.00
H -12.23815 -2.86242 8.11778 0.00
H -13.02478 -1.12987 7.97389 0.00
C -14.38258 2.34489 10.45883 0.00
C -13.94025 1.05535 9.74805 0.02
C -12.40282 0.95726 9.74886 0.00
O -14.68308 -0.04751 10.19599 0.07
H -15.45940 2.48478 10.55363 0.00
H -14.04109 3.24982 9.95624 0.00
H -14.09458 2.17315 11.49597 0.00
H -14.08626 1.21540 8.67980 0.00
H -11.97446 0.05045 9.32192 0.00
H -11.81710 1.14717 10.64829 0.00
H -12.00386 1.76239 9.13186 0.00
C -13.23939 -3.08431 11.02631 0.03
O -14.41597 -3.04387 11.35388 0.02
N -12.31552 -2.29510 11.56526 0.02
C -10.89086 -2.19687 11.11534 0.00
C -12.52470 -1.53136 12.64920 0.00
H -12.80003 -3.77021 10.28558 0.00
H -10.55123 -2.78809 10.26491 0.00
H -10.25908 -2.72147 11.83211 0.00
H -10.48856 -1.18806 11.02284 0.00
H -13.58520 -1.30821 12.76600 0.00
H -12.23032 -2.09558 13.53412 0.00
H -11.92368 -0.62385 12.70674 0.00
C -17.25413 -0.57101 12.67682 0.01
O -16.78365 -1.43502 11.91697 0.05
N -18.37518 -0.78616 13.40407 0.00
C -19.03935 0.31798 14.12973 0.00
C -18.96577 -2.14914 13.28058 0.00
H -16.90602 0.47018 12.76002 0.00
H -19.39310 0.99929 13.35591 0.00
H -18.18852 0.78566 14.62519 0.00
H -19.76561 0.24212 14.93898 0.00
H -19.44901 -2.31774 14.24295 0.00
H -19.77092 -1.98413 12.56462 0.00
H -18.40563 -3.00690 12.90826 0.00
C -15.57066 -6.56992 5.22431 0.00
O -15.35761 -6.87822 4.07287 0.00
N -15.08226 -7.15459 6.28296 0.00
C -15.30253 -6.43376 7.49112 0.00
C -14.20495 -8.36429 6.41183 0.00
H -16.20154 -5.68330 5.39188 0.00
H -15.79427 -7.18392 8.11045 0.00
H -15.97799 -5.59059 7.34641 0.00
H -14.41394 -5.99611 7.94607 0.00
H -14.59870 -9.07115 7.14218 0.00
H -14.22332 -8.75822 5.39567 0.00
H -13.17361 -8.20879 6.72848 0.00
C -17.44593 -4.75868 9.99358 0.01
O -16.97934 -3.65166 10.18973 0.04
N -18.25615 -5.03833 8.92020 0.00
C -18.88078 -6.29773 8.93206 0.00
C -18.52520 -4.15095 7.74252 0.00
H -17.39266 -5.48781 10.81682 0.00
H -18.35040 -6.91926 8.21060 0.00
H -19.91112 -6.21093 8.58714 0.00
H -19.07379 -6.91477 9.80962 0.00
H -18.48114 -4.71733 6.81226 0.00
H -19.53257 -3.73487 7.75564 0.00
H -17.81739 -3.35548 7.50940 0.00
C -18.68769 -1.04100 8.89837 0.01
O -17.48565 -0.91013 9.10778 0.04
N -19.19776 -0.66372 7.71081 0.00
C -20.59428 -0.99524 7.33931 0.00
C -18.41572 -0.06729 6.68316 0.00
H -19.35028 -1.55600 9.61108 0.00
H -20.63646 -1.83922 6.65084 0.00
H -21.06728 -0.18547 6.78375 0.00
H -21.23921 -1.22452 8.18760 0.00
H -18.70853 -0.39161 5.68456 0.00
H -18.60290 1.00649 6.67462 0.00
H -17.32973 -0.13310 6.74944 0.00

=====

15
Properties=species:S:1:pos:R:3:nbo_charge:R:1 method="wB97M-V/def2-TZVPD" charge=+1 smiles=Cc1[nH+]cnn1C orbital_gap_ev=11.99
C -1.26568 1.09493 0.31473 -0.70
C -0.05310 0.19427 0.55909 0.43
N 0.66087 -0.20669 1.60850 -0.48
C 1.52885 -1.10560 1.13130 0.19
N 1.33500 -1.28259 -0.13947 -0.19
N 0.38173 -0.49157 -0.48039 -0.11
C -0.13354 -0.23695 -1.79121 -0.45
H -1.99306 0.68715 -0.44906 0.27
H -0.81767 2.08370 0.17708 0.27
H -1.95326 1.34401 1.16441 0.28
H 0.59474 0.27200 2.50842 0.47
H 2.20731 -1.54621 1.79321 0.24
H -1.23945 -0.20116 -1.90070 0.26
H 0.21177 -1.16005 -2.44098 0.27
H 0.53550 0.55476 -2.05492 0.25

=====

15
Properties=species:S:1:pos:R:3:nbo_charge:R:1 method="wB97M-V/def2-TZVPD" orbital_gap_ev="8.75 / 8.02"
O 1.54017 -0.84349 1.21175 -0.69
C 1.43740 0.25605 0.41446 0.14
C 2.25087 0.57832 -0.58879 -0.55
C -1.82232 0.85893 0.43479 -0.02
C -1.68864 -0.65606 0.38579 -0.58
C -1.33107 -0.38827 -1.02603 0.13
O -1.55363 0.90884 -0.93195 -0.38
H 2.31644 -1.35295 0.93989 0.48
H 0.56963 0.85456 0.69937 0.20
H 2.06570 1.47805 -1.16361 0.22
H 3.11387 -0.02715 -0.85951 0.19
H -2.73290 1.39434 0.70962 0.16
H -0.91119 -1.16121 0.96775 0.27
H -2.66072 -1.13816 0.53630 0.26
H -0.59362 -0.76181 -1.72984 0.18

=====

16
Properties=species:S:1:pos:R:3:nbo_charge:R:1 method="wB97M-V/def2-TZVPD" smiles="CCN=S.CC=O" orbital_gap_ev=7.29
C -2.02330 -1.18428 -0.59128 -0.64
C -2.30604 -0.56723 0.77022 -0.28
N -2.26690 0.84894 0.85663 -0.50
S -1.82488 1.76996 -0.30537 0.31
H -2.12875 -2.26451 -0.54834 0.21
H -2.71634 -0.78819 -1.33135 0.21
H -1.00789 -0.94264 -0.89582 0.23
H -3.29364 -0.86053 1.15080 0.22
H -1.57358 -0.92378 1.50647 0.24
C 2.84949 1.41763 0.30792 -0.72
C 1.67885 0.62433 -0.17743 0.45
O 1.07324 -0.18600 0.46509 -0.53
H 2.91304 1.39576 1.39287 0.23
H 2.78730 2.44210 -0.05049 0.23
H 3.75572 0.97170 -0.10208 0.24
H 1.40033 0.84070 -1.22937 0.10